The following is a quantum chemistry calculation of a 6-piece molecular cluster, C20H45Cl2N2O16S5 overall, from the Open Molecules 2025 dataset.

Values from the calculation:
- maximum force (eV/A) = 4.73
- DFT total energy (eV) = -136420.392
- HOMO (eV) = -12.39

Structure (ORCA input):
```
! wB97M-V def2-TZVPD RIJCOSX def2/J DEFGRID3
* xyz 1 1
O 5.583 4.379 2.755
C 4.994 3.888 1.860
Cl 5.376 2.227 1.235
C 3.779 4.636 1.145
N 2.520 4.189 1.855
C 2.087 4.788 3.049
C 0.891 4.017 3.341
N 0.745 3.064 2.340
Cl -0.483 1.877 2.229
C 1.755 3.146 1.390
H 3.645 4.322 0.081
H 3.878 5.747 1.221
H 2.574 5.624 3.594
H 0.268 4.197 4.251
H 1.959 2.562 0.464
O 2.008 0.171 -0.709
S 2.416 -0.943 0.115
O 3.549 -1.749 -0.216
O 1.154 -1.896 0.355
C 0.448 -2.402 -0.793
C 1.211 -3.523 -1.472
C 2.590 -0.379 1.775
H 0.224 -1.595 -1.494
H -0.506 -2.788 -0.431
H 2.135 -3.155 -1.920
H 0.609 -3.972 -2.263
H 1.486 -4.294 -0.750
H 1.720 0.201 2.039
H 3.468 0.245 1.823
H 2.707 -1.240 2.432
O 3.242 -1.689 5.282
S 3.338 -3.061 5.709
O 3.269 -4.146 4.778
O 2.271 -3.312 6.882
C 0.895 -3.000 6.633
C 0.229 -4.043 5.755
C 4.794 -3.252 6.690
H 0.801 -2.001 6.201
H 0.398 -2.979 7.604
H 0.646 -4.035 4.747
H -0.843 -3.852 5.676
H 0.383 -5.044 6.160
H 4.831 -2.454 7.429
H 5.652 -3.189 6.023
H 4.767 -4.228 7.169
O -2.768 -3.408 -2.078
S -4.002 -3.732 -2.738
O -4.986 -4.568 -2.121
O -3.670 -4.309 -4.198
C -2.776 -5.425 -4.306
C -3.446 -6.726 -3.906
C -4.782 -2.238 -3.264
H -1.871 -5.250 -3.719
H -2.474 -5.484 -5.352
H -3.688 -6.734 -2.842
H -2.790 -7.575 -4.109
H -4.382 -6.861 -4.451
H -4.049 -1.615 -3.773
H -5.158 -1.731 -2.377
H -5.609 -2.489 -3.927
O -3.722 5.361 0.093
S -5.011 4.802 0.389
O -5.740 5.176 1.562
O -4.896 3.196 0.340
C -3.907 2.568 1.155
C -4.320 2.535 2.616
C -6.061 4.995 -1.017
H -2.938 3.059 1.029
H -3.800 1.545 0.791
H -4.357 3.540 3.038
H -3.611 1.949 3.205
H -5.316 2.102 2.725
H -5.525 4.670 -1.907
H -6.317 6.051 -1.095
H -6.962 4.404 -0.865
O 0.533 1.829 -6.918
S 1.896 2.103 -6.566
O 2.919 1.109 -6.692
O 1.932 2.699 -5.071
C 1.318 1.940 -4.024
C 2.167 0.753 -3.609
C 2.424 3.566 -7.403
H 0.314 1.625 -4.318
H 1.206 2.615 -3.172
H 2.231 0.017 -4.413
H 1.741 0.261 -2.735
H 3.186 1.069 -3.378
H 1.670 4.339 -7.274
H 2.536 3.320 -8.458
H 3.381 3.880 -6.990
*
```